(1)
ORCA calculation (the ωB97M-V functional and the def2-TZVPD basis) on C6H14FN2O as an isolated structure.

ORCA input file:
```
! wB97M-V def2-TZVPD RIJCOSX def2/J DEFGRID3
* xyz 1 1
C -0.57 -1.43 -0.38
H 0.95 0.93 0.64
N 1.71 0.71 0.00
H -3.53 -1.20 0.39
H 3.09 1.58 1.39
C 0.79 -1.19 -1.10
H 3.72 1.18 -0.05
N -3.03 -0.39 0.67
C -1.40 -0.41 -0.27
H 1.22 -2.15 -1.53
C 2.85 1.59 0.35
H -4.16 0.78 -0.54
H 2.92 2.63 -0.09
O 2.04 -1.27 1.14
H 2.99 -0.80 -0.73
H 1.25 -1.05 1.67
H -0.63 -2.49 -0.06
H -4.95 0.24 0.80
H 1.16 1.16 -0.85
F -1.10 0.80 -0.77
H 0.54 -0.51 -1.94
C -4.06 0.60 0.47
H -3.75 1.48 0.96
C 1.95 -0.79 -0.17
*
```

Properties
**Lowest unoccupied orbital energy**: -3.20 eV

(2)
ORCA calculation (the ωB97M-V functional and the def2-TZVPD basis) on C6H14I2OP as an isolated structure.

ORCA input file:
```
! wB97M-V def2-TZVPD RIJCOSX def2/J DEFGRID3
* xyz -1 1
I -2.39 -0.92 4.87
H -0.93 -3.35 0.17
O 1.40 0.55 -0.93
C 2.15 1.10 -3.12
H 0.82 -2.73 1.03
P -0.33 -2.03 0.40
H -0.25 2.53 -2.63
H -0.05 2.60 -0.87
I -1.60 -3.96 2.95
C 1.35 1.32 -1.86
H 0.28 -0.79 0.72
C -1.31 0.46 2.41
C -1.52 -0.95 2.92
H 1.49 1.02 -3.98
H -1.27 0.45 1.32
H 1.09 3.46 -1.93
H 2.83 1.94 -3.29
C 0.48 2.56 -1.82
C -1.20 -2.02 2.22
H -2.13 1.10 2.73
H 2.73 0.18 -3.02
H -1.54 -1.35 -0.16
H 0.29 -2.06 -0.93
H -0.37 0.88 2.80
*
```

Properties
**Lowest unoccupied orbital energy**: 2.82 eV

(3)
ORCA calculation (the ωB97M-V functional and the def2-TZVPD basis) on C6H14IN2 as an isolated structure.

ORCA input file:
```
! wB97M-V def2-TZVPD RIJCOSX def2/J DEFGRID3
* xyz 1 3
N -0.66 -2.20 2.49
C 0.47 -0.91 -1.22
H 2.75 0.25 0.17
H -2.94 -1.86 1.11
H -0.71 1.79 -0.33
H 1.64 1.18 -0.98
H 0.90 0.41 1.95
H -1.34 1.24 1.29
C 0.35 -0.86 0.30
I 0.96 -2.16 3.31
N -0.83 -1.43 0.77
H 2.20 1.90 0.55
C -0.45 1.51 0.75
H -0.23 -0.13 -1.71
H 1.36 -0.62 -1.61
H 0.26 -1.83 -1.75
H -2.25 -2.44 -0.33
H -0.10 2.56 1.01
H -2.49 -0.79 -0.10
C 1.97 1.02 0.07
H 1.10 -1.64 0.66
C 0.68 0.58 0.82
C -2.13 -1.72 0.37
*
```

Properties
**Lowest unoccupied orbital energy (alpha / beta)**: -5.25 / -8.23 eV
**⟨S²⟩**: 2.016

(4)
ORCA calculation (the ωB97M-V functional and the def2-TZVPD basis) on a 3-piece molecular cluster, C6H14IN2O2 overall.

ORCA input file:
```
! wB97M-V def2-TZVPD RIJCOSX def2/J DEFGRID3
* xyz -1 1
H -3.32 -2.95 -0.19
C -3.06 -2.27 -1.00
H -3.91 -2.30 -1.67
O 2.33 2.55 0.95
H 1.50 0.80 -1.69
C -2.97 -0.87 -0.58
H 0.79 2.44 -1.26
H 2.30 0.48 2.93
H -0.59 0.98 0.61
C 1.64 1.76 -1.19
C -1.56 0.90 0.13
C 2.76 -0.01 2.07
H 2.51 2.27 -1.60
I 1.24 -2.88 -0.66
C 2.05 1.56 0.26
H 3.76 0.41 2.12
H 2.80 -1.10 2.17
N -1.78 -0.47 -0.24
H -1.61 1.47 -0.80
O -3.96 -0.14 -0.61
H -2.23 1.25 0.92
H -2.07 -2.62 -1.29
N 2.20 0.32 0.71
H 2.18 -0.47 0.09
H -1.01 -1.12 -0.17
*
```

Properties
**Lowest unoccupied orbital energy**: 3.37 eV

(5)
ORCA calculation (the ωB97M-V functional and the def2-TZVPD basis) on C6H14LiN4O as an isolated structure.

ORCA input file:
```
! wB97M-V def2-TZVPD RIJCOSX def2/J DEFGRID3
* xyz 1 1
C 0.10 1.03 -1.07
O -2.68 -0.39 1.71
C -0.39 -0.23 2.44
N -1.22 1.35 -0.58
H 1.29 -0.70 -1.55
N 0.19 1.43 -2.54
C 0.28 -1.20 0.34
H 1.95 1.41 -0.30
H -1.17 -2.60 0.86
N -1.07 -1.62 0.61
H 0.71 2.12 0.54
H 0.83 -2.13 0.16
H -1.37 2.33 -0.81
H -0.44 -0.93 -1.61
H -0.50 0.82 2.66
H 1.61 0.20 1.50
H -0.47 -0.82 3.34
H -0.75 1.56 -2.90
C -1.58 -0.70 1.62
C 0.87 -0.57 1.60
C 0.35 -0.48 -1.02
H 1.37 -1.33 2.18
Li 2.39 -1.85 -2.67
N 1.05 1.85 -0.37
H 0.57 0.66 -3.08
H -1.91 0.79 -1.05
*
```

Properties
**Lowest unoccupied orbital energy**: -5.55 eV

(6)
ORCA calculation (the ωB97M-V functional and the def2-TZVPD basis) on a 2-piece molecular cluster, C6H14N2 overall.

ORCA input file:
```
! wB97M-V def2-TZVPD RIJCOSX def2/J DEFGRID3
* xyz 0 1
C 2.13 2.40 0.25
H -4.00 -1.70 -0.97
C -1.83 0.65 0.44
N -1.51 -0.79 0.49
H -1.06 1.19 -0.10
C -2.15 -1.55 -0.28
H 1.25 -1.72 1.13
H -2.92 -1.47 -2.15
C 2.65 1.10 -0.39
C 1.58 -1.01 0.38
H 0.87 -0.82 -0.42
H 2.36 2.42 1.32
H 2.51 3.30 -0.22
H 3.29 -0.09 1.30
N -3.17 -1.18 -1.22
H -2.82 0.82 0.02
H 1.04 2.42 0.18
H 2.15 0.90 -1.34
H -1.82 0.99 1.48
C 2.52 -0.09 0.54
H 3.71 1.26 -0.60
H -1.89 -2.61 -0.31
*
```

Properties
**Lowest unoccupied orbital energy**: 0.91 eV
**SMILES**: C/N=C\N.C=CCC

(7)
ORCA calculation (the ωB97M-V functional and the def2-TZVPD basis) on an isolated molecule of C6H14N2.

ORCA input file:
```
! wB97M-V def2-TZVPD RIJCOSX def2/J DEFGRID3
* xyz 0 1
C -1.91 -0.81 0.25
C 0.78 3.06 1.65
H 0.23 1.46 -0.64
H -1.04 -3.45 -1.01
H -1.40 -2.69 -2.38
C -1.17 -1.29 -0.93
H 1.59 -0.73 1.00
H 0.99 -0.98 -1.84
N 1.61 2.01 0.95
H -1.81 0.23 0.28
H 1.53 3.78 2.02
H -1.39 -1.03 1.23
C 0.58 -1.18 -0.91
H 0.83 -2.27 -0.65
H 0.14 3.64 0.94
H -2.94 -1.26 0.40
C 0.92 1.08 0.06
H 2.25 1.64 1.55
C 1.11 -0.25 0.10
H -1.22 -0.65 -1.82
H 0.38 2.82 2.63
N -1.61 -2.61 -1.39
*
```

Properties
**Lowest unoccupied orbital energy**: 1.08 eV
**SMILES**: CN/C=C/C[C@H](C)N

(8)
ORCA calculation (the ωB97M-V functional and the def2-TZVPD basis) on a 2-piece molecular cluster, C6H14N2 overall.

ORCA input file:
```
! wB97M-V def2-TZVPD RIJCOSX def2/J DEFGRID3
* xyz 0 1
H 0.91 -1.54 1.24
C -0.87 1.78 0.38
H 2.79 0.45 0.46
H -2.80 0.10 1.38
N -0.11 -0.30 -0.79
C -1.16 0.26 -0.06
H -1.11 1.20 -2.03
H -2.60 -1.28 0.38
H 3.51 -0.56 -0.48
H -1.44 2.37 -0.29
H 0.55 -2.05 -1.66
H 1.69 -2.88 0.12
H -1.47 -1.15 1.68
C -1.33 0.19 -1.49
N 3.48 0.47 -0.28
C 0.42 -1.56 -0.78
H 4.43 0.64 -0.05
C 0.98 -2.05 0.29
H -1.80 -0.70 -1.98
H 0.17 2.07 0.31
H -1.05 1.95 1.48
C -2.01 -0.56 0.94
*
```

Properties
**Lowest unoccupied orbital energy**: 0.99 eV
**SMILES**: C=CN1CC1(C)C.N

(9)
ORCA calculation (the ωB97M-V functional and the def2-TZVPD basis) on a 2-piece molecular cluster, C6H14N2 overall.

ORCA input file:
```
! wB97M-V def2-TZVPD RIJCOSX def2/J DEFGRID3
* xyz 0 1
H 0.53 1.58 -2.40
H -1.55 -1.94 0.83
C -0.72 -1.25 0.78
N -1.07 0.72 -1.48
N -0.71 -0.34 1.80
C 0.07 -1.22 -0.33
H -1.10 -0.63 2.68
H -0.09 2.49 -0.93
H 2.43 -1.69 1.18
H 1.99 -0.04 1.64
C 2.33 -0.66 0.81
H -2.66 0.08 -0.33
H 1.93 -0.94 -1.29
C -0.07 1.55 -1.49
C -2.19 1.02 -0.65
H 0.05 0.32 1.83
H 3.33 -0.31 0.55
H -0.18 -1.92 -1.11
H -2.93 1.58 -1.23
H -1.96 1.62 0.24
H 1.14 0.60 -0.70
C 1.41 -0.61 -0.40
*
```

Properties
**Lowest unoccupied orbital energy**: 1.01 eV
**SMILES**: CC/C=C\N.C=NC

(10)
ORCA calculation (the ωB97M-V functional and the def2-TZVPD basis) on a 2-piece molecular cluster, C6H14N2 overall.

ORCA input file:
```
! wB97M-V def2-TZVPD RIJCOSX def2/J DEFGRID3
* xyz 0 1
H -0.95 -2.18 1.30
H 2.31 1.16 -1.69
C -1.67 0.96 0.79
H -0.84 0.18 -2.51
H -0.59 -1.00 -0.03
N 1.64 0.52 -1.31
H 1.09 -0.33 0.81
C -0.89 0.45 -0.39
C -1.39 0.52 -1.64
H -2.39 0.88 -1.83
H 1.15 -1.47 2.26
N 1.06 1.98 0.46
H -0.01 -2.85 -0.10
H 1.87 2.53 0.19
C 1.10 -1.48 1.17
H -2.09 1.95 0.58
C 0.88 0.93 -0.23
H 1.28 -0.22 -1.88
H 2.03 -1.82 0.71
H -1.01 1.07 1.66
H -2.46 0.26 1.06
C -0.13 -2.03 0.61
*
```

Properties
**Lowest unoccupied orbital energy**: 0.90 eV
**SMILES**: [H]/N=C(\N)C(=C)C.CC

(11)
ORCA calculation (the ωB97M-V functional and the def2-TZVPD basis) on an isolated molecule of C6H14N2.

ORCA input file:
```
! wB97M-V def2-TZVPD RIJCOSX def2/J DEFGRID3
* xyz 0 1
C 0.29 -0.25 -0.15
C 1.28 -1.38 -0.44
H -3.86 1.01 0.79
C -1.85 0.34 1.06
N 1.77 -1.39 -1.82
H 1.97 0.70 0.57
N 0.98 0.90 0.50
H -1.46 1.14 1.67
H -0.17 0.13 -1.06
H 0.82 -2.32 -0.18
C 0.79 2.21 -0.13
H -0.28 -0.83 1.78
H 2.57 -0.78 -1.92
H 1.59 2.48 -0.82
C -0.79 -0.74 0.83
H -3.37 -0.56 -0.05
H -1.28 -1.65 0.51
H 0.82 2.98 0.65
C -3.08 0.27 0.59
H 2.06 -2.31 -2.12
H -0.15 2.20 -0.68
H 2.08 -1.36 0.33
*
```

Properties
**Lowest unoccupied orbital energy**: 0.99 eV
**SMILES**: C=CC[C@H](CN)NC

(12)
ORCA calculation (the ωB97M-V functional and the def2-TZVPD basis) on a 2-piece molecular cluster, C6H14N2 overall.

ORCA input file:
```
! wB97M-V def2-TZVPD RIJCOSX def2/J DEFGRID3
* xyz 0 1
H 2.07 0.31 -2.01
C -1.50 -2.28 -0.54
H -0.47 -2.31 -0.16
N -0.29 1.33 -1.38
H -1.95 -0.70 0.72
H -0.18 2.32 2.39
H -0.74 2.66 0.77
H 1.19 0.30 2.83
C 0.47 0.61 -0.62
H -1.86 -0.24 -0.91
H 1.06 -1.11 -1.73
C 0.13 2.31 1.34
C 1.54 -0.26 -1.24
H 2.27 -0.63 -0.53
C 0.57 0.94 0.90
H -2.05 -3.07 -0.03
C 1.09 0.06 1.77
H -0.12 1.12 -2.37
N -2.10 -0.99 -0.25
H -1.50 -2.47 -1.62
H 0.94 3.04 1.20
H 1.42 -0.93 1.48
*
```

Properties
**Lowest unoccupied orbital energy**: 0.61 eV
**SMILES**: [H]/N=C(\C)C(=C)C.CN

(13)
ORCA calculation (the ωB97M-V functional and the def2-TZVPD basis) on a 2-piece molecular cluster, C6H14N2 overall.

ORCA input file:
```
! wB97M-V def2-TZVPD RIJCOSX def2/J DEFGRID3
* xyz 0 1
H -1.56 2.61 -0.21
C -1.26 2.21 0.79
H 0.63 -0.05 0.98
H -0.62 -1.83 -2.76
N -0.57 -2.98 1.03
H -1.48 -3.15 1.45
C 1.02 2.59 -0.10
C -0.68 -2.55 -0.20
C 0.76 0.86 1.58
H 0.61 3.30 -0.88
N 0.41 -2.16 -0.91
H 0.25 0.73 2.57
C 0.37 -1.66 -2.28
H 0.56 -0.57 -2.24
H 1.26 -2.09 -0.35
H -1.49 2.98 1.58
H -1.67 -2.61 -0.75
C 0.20 1.95 0.73
H -1.77 1.29 1.03
H 1.08 -2.25 -2.89
H 2.13 2.40 -0.02
H 1.81 0.98 1.84
*
```

Properties
**Lowest unoccupied orbital energy**: 0.89 eV
**SMILES**: [H]/N=C/NC.C=C(C)C

(14)
ORCA calculation (the ωB97M-V functional and the def2-TZVPD basis) on a 2-piece molecular cluster, C6H14N2 overall.

ORCA input file:
```
! wB97M-V def2-TZVPD RIJCOSX def2/J DEFGRID3
* xyz 0 1
H 0.93 0.82 2.45
H -1.65 -2.24 -0.63
C -0.41 2.12 0.47
N -1.37 0.25 -1.37
H 2.13 -0.37 -1.94
H -1.67 -0.41 -2.07
H 0.34 -0.88 2.12
H -1.43 2.47 0.31
C -0.39 0.64 0.79
C -0.85 -0.29 -0.21
H -1.00 -2.05 1.00
H 3.18 -0.56 -0.53
H 1.38 -2.13 -0.47
H 1.97 0.72 -0.56
H -0.91 1.06 -1.76
C 0.37 0.15 1.81
C 2.15 -0.32 -0.84
H 0.04 2.68 1.29
C -1.56 -1.55 0.21
N 1.16 -1.17 -0.20
H 0.17 2.37 -0.42
H -2.56 -1.31 0.56
*
```

Properties
**Lowest unoccupied orbital energy (alpha / beta)**: 0.88 / 0.88 eV

(15)
ORCA calculation (the ωB97M-V functional and the def2-TZVPD basis) on a 2-piece molecular cluster, C6H14N2 overall.

ORCA input file:
```
! wB97M-V def2-TZVPD RIJCOSX def2/J DEFGRID3
* xyz 1 2
C 0.33 0.46 2.46
H -1.80 0.40 -2.75
H 0.82 -0.22 -3.99
C 0.21 -0.70 1.81
H 1.71 -1.90 0.81
H -0.99 1.91 3.41
H 0.85 -2.73 2.08
C -0.71 1.53 2.43
C 1.27 -1.77 1.81
H -0.16 -1.61 -3.47
N -0.79 0.25 -2.76
H -0.41 2.38 1.82
H 1.24 0.66 3.02
C -0.20 -0.56 -3.80
H -0.73 -0.91 1.30
H -0.26 1.29 0.12
C -0.14 0.64 -1.68
H 2.09 -1.50 2.47
H -1.64 1.16 1.99
H 0.92 0.42 -1.65
H -0.80 -0.48 -4.70
N -0.81 1.28 -0.74
*
```

Properties
**Lowest unoccupied orbital energy (alpha / beta)**: -3.93 / -8.02 eV
**⟨S²⟩**: 0.779

(16)
ORCA calculation (the ωB97M-V functional and the def2-TZVPD basis) on an isolated ion of composition C6H14N2 and charge +2.

ORCA input file:
```
! wB97M-V def2-TZVPD RIJCOSX def2/J DEFGRID3
* xyz 2 1
N -0.12 -0.30 -0.99
H 1.56 -1.24 -0.19
C 0.52 0.91 -0.41
C -1.13 0.31 1.13
H 1.41 -0.14 2.84
H -1.43 -0.40 1.77
H 0.08 0.27 -3.01
H 1.96 1.12 1.64
N 0.34 0.21 0.90
H -1.61 1.30 1.32
C -0.08 -0.61 -2.37
H -2.15 -1.01 -0.46
H 1.59 0.87 -0.79
H -0.09 1.77 -0.43
H 0.61 -1.30 -2.70
C 0.52 -1.07 0.13
H -0.06 -2.00 0.62
H -2.16 0.70 -0.74
H 0.56 1.38 2.52
H -0.98 -0.93 -2.69
C -1.51 -0.16 -0.35
C 1.13 0.70 2.06
*
```

Properties
**Lowest unoccupied orbital energy**: -7.24 eV
**SMILES**: C[N@+]12CC[N@+](C)(C1)C2

(17)
ORCA calculation (the ωB97M-V functional and the def2-TZVPD basis) on an isolated ion of composition C6H14N2 and charge +2.

ORCA input file:
```
! wB97M-V def2-TZVPD RIJCOSX def2/J DEFGRID3
* xyz 2 1
H -0.05 -1.53 1.01
H 2.51 0.59 0.79
C 3.30 -0.83 -0.23
C -2.63 -0.65 -0.40
N -1.48 -0.79 -0.04
C 0.32 1.61 -0.15
H 1.62 -0.71 1.19
H -0.11 1.84 0.77
H -2.86 -1.27 -1.27
H -3.36 0.59 1.27
H 2.88 -1.70 -0.57
H 4.10 -1.09 0.47
H -4.00 0.95 -0.52
C -0.27 -0.84 0.32
H 1.19 2.16 -0.10
C 0.80 0.12 -0.36
H -4.61 -0.31 0.52
H 1.01 0.09 -1.48
N 2.05 -0.18 0.40
H -0.48 1.74 -0.88
H 3.63 -0.10 -1.04
C -3.56 0.31 0.28
*
```

Properties
**Lowest unoccupied orbital energy**: -8.71 eV
**SMILES**: CC=[N+]=C[C@@H](C)[NH2+]C

(18)
ORCA calculation (the ωB97M-V functional and the def2-TZVPD basis) on C6H14N2O as an isolated structure.

ORCA input file:
```
! wB97M-V def2-TZVPD RIJCOSX def2/J DEFGRID3
* xyz 0 1
C -1.23 2.80 1.03
C -0.71 1.62 0.14
C 0.39 -1.64 0.50
H -0.24 2.93 2.03
H -2.26 0.47 0.20
H 0.52 1.72 0.12
H -2.38 2.52 1.46
C -1.28 0.37 0.67
H -1.02 3.78 0.49
N -1.11 -0.90 -1.38
O -2.12 -0.23 -1.70
H -1.10 1.90 -0.86
H 0.99 -1.20 1.50
H 2.15 -2.76 -0.15
N -0.71 -0.75 -0.13
C 1.35 -2.16 -0.57
C 2.10 -0.99 -1.14
H 1.50 0.14 -1.43
H 2.43 -1.36 -2.27
H 3.10 -0.77 -0.35
H -1.20 0.09 1.85
H -0.03 -2.52 1.10
H 0.85 -3.04 -1.12
*
```

Properties
**Lowest unoccupied orbital energy**: 0.82 eV

(19)
ORCA calculation (the ωB97M-V functional and the def2-TZVPD basis) on an isolated molecule of C6H14N2O.

ORCA input file:
```
! wB97M-V def2-TZVPD RIJCOSX def2/J DEFGRID3
* xyz 0 1
C -1.39 1.79 0.56
H 1.85 1.12 1.08
H 1.08 -3.04 -0.77
H -1.61 0.89 -1.39
N 0.43 -1.25 1.33
H 0.29 -0.31 1.71
H -0.62 2.30 1.15
C 0.71 0.58 -0.71
C 0.42 -1.20 -0.12
H 2.25 2.06 -0.42
H -2.23 2.48 0.45
H 0.89 0.42 -1.77
H 1.33 -1.57 1.66
C 1.66 1.26 0.02
H -1.20 -1.52 -1.61
C -0.84 1.37 -0.78
H -0.54 2.25 -1.36
H -1.49 -1.56 1.17
H 2.29 -1.99 -0.34
C -0.94 -1.39 -0.57
O -1.94 -1.57 0.29
N 1.36 -2.06 -0.73
H -1.75 0.94 1.15
*
```

Properties
**Lowest unoccupied orbital energy (alpha / beta)**: 0.86 / 0.04 eV

(20)
ORCA calculation (the ωB97M-V functional and the def2-TZVPD basis) on a 3-piece molecular cluster, C6H14N2O overall.

ORCA input file:
```
! wB97M-V def2-TZVPD RIJCOSX def2/J DEFGRID3
* xyz 0 1
H -1.38 -0.88 -3.18
C -1.40 2.08 0.23
H 1.45 1.22 1.32
C -0.68 -0.98 -2.35
O -2.15 0.15 1.11
C 1.00 -0.84 1.15
C 0.18 -1.66 1.79
H 1.17 -0.97 0.09
H -2.32 2.20 -0.33
H -0.35 1.17 -2.10
H -0.07 -1.88 -2.48
C 0.19 0.22 -2.28
N 1.43 0.13 -2.41
C 1.73 0.28 1.78
H 2.81 0.15 1.64
H -0.64 2.83 0.16
N -1.16 1.11 1.00
H 1.52 0.34 2.85
H 1.95 1.00 -2.35
H -0.31 -2.48 1.29
H 0.01 -1.57 2.85
H -1.26 -1.07 -1.43
H -1.73 -0.54 1.65
*
```

Properties
**Lowest unoccupied orbital energy**: 0.91 eV
**SMILES**: [H]/N=C/C.C=CC.C=NO

Result set for energy: -521.22031 -1248.86671 -643.65955 -794.84795 -538.55347 -346.45476 -346.42045 -346.41032 -346.41492 -346.36478 -346.47048 -346.46905 -346.47071 -346.40195 -346.17561 -345.74020 -345.77118 -421.49692 -421.58848 -421.64274 Eh, one per record in the order listed.
Result set for strongest force on any atom: 5.35 0.83 4.88 2.45 4.20 1.30 5.78 4.27 3.48 3.56 1.41 2.30 1.94 1.95 0.56 5.41 6.22 4.57 5.08 0.97 eV Å⁻¹, one per record in the order listed.
Result set for ΔE to the lowest compared entry with this formula, charge and spin: 19.84 124.29 93.47 9.51 16.25 45.44 66.96 73.32 70.43 101.90 35.57 36.46 35.43 78.57 27.36 92.17 72.73 190.35 132.90 98.86 kcal per mole, one per record in the order listed.